Record 1
{
  "formula": "C45H47ClEuN2O4S5",
  "method": "wB97M-V/def2-TZVPD",
  "species": ["Eu", "O", "S", "C", "C", "C", "C", "S", "O", "C", "C", "C", "C", "C", "C", "C", "C", "C", "C", "C", "C", "H", "H", "H", "H", "H", "H", "H", "H", "H", "H", "H", "H", "H", "H", "H", "H", "H", "H", "Cl", "C", "C", "C", "C", "C", "C", "C", "H", "H", "H", "H", "H", "H", "S", "C", "C", "C", "N", "C", "C", "C", "C", "C", "N", "C", "C", "H", "H", "H", "H", "H", "H", "H", "H", "C", "O", "C", "S", "S", "H", "H", "H", "C", "C", "C", "C", "C", "C", "C", "O", "C", "C", "C", "H", "H", "H", "H", "H", "H", "H", "H", "H", "H", "H", "H"],
  "positions_angstrom": [[0.623, 0.699, -0.188], [0.917, 0.128, 2.109], [1.501, -0.129, 3.529], [3.159, -0.816, 3.298], [3.177, -2.091, 2.465], [4.515, -2.376, 1.746], [5.197, -1.172, 1.069], [4.281, -0.359, -0.331], [3.100, 0.416, 0.307], [5.480, 0.880, -0.778], [5.355, 2.176, -0.304], [6.176, 3.163, -0.814], [7.138, 2.868, -1.791], [7.305, 1.577, -2.188], [6.492, 0.559, -1.673], [1.977, 1.393, 4.301], [2.338, 2.456, 3.494], [2.675, 3.668, 4.080], [2.690, 3.775, 5.452], [2.399, 2.670, 6.256], [2.046, 1.470, 5.679], [3.517, -0.978, 4.312], [3.734, 0.003, 2.850], [2.352, -2.092, 1.720], [2.958, -2.957, 3.163], [4.363, -3.212, 1.044], [5.241, -2.796, 2.482], [6.141, -1.484, 0.573], [5.489, -0.406, 1.776], [4.598, 2.385, 0.452], [6.015, 4.215, -0.523], [7.752, 3.634, -2.261], [8.008, 1.319, -2.969], [6.640, -0.465, -1.994], [2.418, 2.274, 2.431], [2.903, 4.535, 3.453], [2.865, 4.767, 5.934], [2.297, 2.757, 7.341], [1.844, 0.526, 6.261], [-0.733, 3.624, 1.857], [-1.366, 4.095, 0.280], [-2.730, 4.273, 0.064], [-3.211, 4.472, -1.237], [-2.331, 4.642, -2.282], [-0.986, 4.541, -2.098], [-0.430, 4.119, -0.823], [0.898, 3.753, -0.671], [-3.405, 4.162, 0.940], [-4.276, 4.564, -1.431], [-2.703, 4.941, -3.291], [-0.288, 4.816, -2.883], [1.375, 3.669, 0.300], [1.403, 3.342, -1.537], [0.337, -6.381, -0.137], [0.398, -4.632, -0.207], [1.088, -4.025, -1.266], [1.019, -2.637, -1.349], [0.387, -1.910, -0.419], [-0.327, -2.506, 0.531], [-0.272, -3.877, 0.746], [-1.215, -6.609, -0.890], [-2.386, -6.687, -0.145], [-3.596, -6.760, -0.853], [-3.656, -6.858, -2.180], [-2.522, -6.851, -2.854], [-1.283, -6.834, -2.265], [1.627, -4.616, -2.009], [1.476, -2.090, -2.176], [-0.949, -1.852, 1.150], [-0.802, -4.339, 1.593], [-2.390, -6.656, 0.951], [-4.569, -6.726, -0.309], [-2.655, -6.817, -3.923], [-0.409, -6.835, -2.919], [0.323, 0.525, -6.309], [1.431, 0.592, -5.348], [1.177, 0.640, -4.008], [-0.360, 0.531, -3.364], [2.494, 0.715, -2.906], [0.755, 0.979, -7.202], [-0.570, 1.070, -5.938], [0.087, -0.540, -6.479], [-8.484, 0.314, -0.686], [-7.014, 0.356, -0.390], [-6.028, 0.311, -1.372], [-4.662, 0.408, -1.035], [-3.678, 0.390, -2.171], [-4.255, 0.488, 0.331], [-2.878, 0.636, 0.714], [-1.836, 0.446, 0.021], [-5.261, 0.462, 1.323], [-4.936, 0.521, 2.787], [-6.589, 0.443, 0.958], [-8.712, 0.710, -1.693], [-9.086, 0.887, 0.027], [-8.910, -0.727, -0.565], [-6.297, 0.235, -2.422], [-4.223, 0.267, -3.093], [-2.964, -0.430, -2.074], [-3.117, 1.305, -2.231], [-2.735, 0.917, 1.783], [-4.190, -0.257, 3.108], [-5.851, 0.404, 3.371], [-4.491, 1.492, 3.097], [-7.336, 0.416, 1.746]],
  "forces_ev_per_a": [[0.63, -0.02, -0.40], [0.44, -0.17, 0.49], [-0.60, 1.20, 1.29], [0.28, 0.21, -1.26], [-0.31, -0.94, 0.26], [0.13, -0.37, 0.29], [0.41, -0.27, -0.75], [-1.19, 0.20, 1.36], [1.43, -0.87, -0.63], [0.62, -0.10, 0.00], [-0.35, 0.10, 0.25], [0.11, 0.97, -0.27], [-0.30, 0.82, 0.45], [-0.18, -1.51, -0.26], [-0.03, 0.19, -0.14], [-1.23, -2.79, -1.45], [1.00, 1.66, -1.10], [-0.07, -0.40, -1.16], [0.20, 2.32, 1.13], [-0.85, -1.32, 0.85], [-0.13, -0.71, 1.98], [0.00, 0.03, 0.11], [-0.08, -0.24, 0.07], [0.46, 0.22, 0.37], [0.21, 0.77, -0.86], [0.03, 0.42, -0.05], [-0.33, 0.52, -0.41], [-0.50, 0.01, 0.19], [-0.15, 0.29, 0.15], [0.06, 0.08, -0.27], [0.18, -0.69, 0.02], [-0.24, 0.03, 0.28], [0.15, 0.03, 0.12], [-0.13, 0.02, -0.15], [-0.10, 0.28, -0.26], [0.03, -0.28, 0.17], [-0.06, -0.96, -0.48], [0.43, 0.06, -0.33], [0.10, 1.27, -0.33], [-0.52, 0.21, -0.56], [0.29, -0.21, -0.56], [0.00, -0.54, 0.79], [-0.57, 0.09, 0.96], [-0.18, 0.74, -1.70], [1.18, -0.58, 0.94], [-1.49, 0.72, 0.13], [0.36, -0.59, -0.19], [0.43, 0.18, -0.84], [0.10, -0.05, 0.22], [0.24, -0.36, 0.98], [-0.09, -0.38, -0.02], [-0.11, -0.01, -0.05], [0.42, 0.45, -0.16], [1.10, -0.85, 0.75], [0.47, 0.33, -0.29], [-0.47, 0.36, 0.26], [0.35, -0.30, 0.31], [-0.52, 0.38, -0.78], [0.30, -0.09, 0.54], [-0.59, 0.20, -0.09], [-0.63, -1.07, -0.47], [-0.66, 0.38, -0.13], [-0.21, -0.33, 0.56], [-0.81, 0.56, 0.73], [-0.39, -0.30, -0.34], [0.48, 0.95, -0.15], [-0.28, 0.17, 0.24], [0.05, -0.01, 0.31], [0.45, -0.21, 0.01], [0.29, 0.20, -0.61], [0.11, 0.16, -0.50], [0.87, -0.18, -0.48], [0.28, -0.30, -0.28], [-0.07, 0.02, 0.47], [0.37, -0.09, 0.85], [-0.60, 0.27, 1.03], [0.56, -0.40, -0.19], [-0.94, 0.08, -0.09], [-0.04, 0.14, -0.78], [-0.25, -0.09, 0.02], [0.66, -0.36, -0.25], [-0.02, 0.52, 0.06], [-0.86, -0.68, -0.23], [0.48, 0.13, 0.87], [0.39, 0.26, 0.55], [-0.19, -0.32, 0.05], [-0.22, -0.48, 0.31], [-0.92, -0.10, -1.53], [2.45, -0.38, -0.08], [-2.59, 0.51, 1.18], [0.29, 0.48, 0.24], [0.90, -0.07, 0.83], [-0.41, -0.47, -0.64], [0.11, -0.44, 0.44], [0.38, 0.17, -0.02], [0.64, 0.88, -0.46], [0.00, 0.02, 0.15], [-0.08, -0.03, -0.37], [0.00, 0.12, 0.01], [0.40, 0.45, 0.05], [0.13, -0.07, -0.53], [-0.81, 0.60, -0.32], [0.15, -0.12, 0.01], [-0.26, -0.46, -0.31], [0.01, 0.11, -0.11]],
  "e_tot_ev": -144619.7539,
  "e_homo_ha": [-0.1006, -0.1793],
  "lumo_energy_ha": [-0.031, -0.048],
  "total_charge": 0,
  "de_lowest_kj_mol": 213.2,
  "spin_multiplicity": 8
}



Record 2
{
  "formula": "C18H43N6O5",
  "method": "wB97M-V/def2-TZVPD",
  "species": ["C", "O", "C", "C", "C", "N", "C", "N", "C", "N", "N", "H", "H", "H", "H", "H", "H", "H", "H", "H", "H", "H", "H", "H", "C", "O", "C", "C", "N", "C", "C", "O", "C", "H", "H", "H", "H", "H", "H", "H", "H", "H", "H", "H", "H", "H", "H", "H", "C", "O", "C", "C", "N", "C", "C", "O", "C", "H", "H", "H", "H", "H", "H", "H", "H", "H", "H", "H", "H", "H", "H", "H"],
  "positions_angstrom": [[-1.139, 4.295, 0.132], [-0.856, 2.914, -0.013], [-1.362, 2.275, -1.170], [-2.306, 1.137, -0.792], [-1.667, -0.266, -0.734], [-0.213, -0.260, -0.637], [0.583, -0.639, -1.622], [0.180, -1.044, -2.843], [1.282, -1.325, -3.495], [2.369, -1.119, -2.761], [1.926, -0.675, -1.550], [-0.286, 4.898, -0.182], [-1.337, 4.499, 1.180], [-2.014, 4.586, -0.446], [-0.506, 1.904, -1.741], [-1.877, 2.982, -1.819], [-3.117, 1.104, -1.515], [-2.717, 1.370, 0.185], [-2.041, -0.794, 0.140], [-1.962, -0.860, -1.590], [0.209, 0.026, 0.231], [1.297, -1.678, -4.512], [3.337, -1.239, -3.006], [2.539, -0.423, -0.782], [-3.660, -3.732, -0.961], [-3.763, -3.038, 0.266], [-5.011, -3.209, 0.937], [-4.865, -4.056, 2.180], [-4.558, -5.438, 1.849], [-4.211, -6.289, 2.984], [-2.988, -5.926, 3.816], [-1.753, -6.082, 3.143], [-1.355, -4.997, 2.338], [-2.765, -3.369, -1.467], [-3.562, -4.813, -0.824], [-4.525, -3.538, -1.602], [-5.751, -3.640, 0.257], [-5.361, -2.216, 1.232], [-5.810, -4.028, 2.731], [-4.100, -3.585, 2.814], [-3.800, -5.460, 1.180], [-4.059, -7.299, 2.597], [-5.075, -6.334, 3.653], [-2.953, -6.619, 4.659], [-3.058, -4.916, 4.241], [-1.680, -4.041, 2.761], [-1.733, -5.077, 1.313], [-0.265, -5.007, 2.293], [5.871, 5.468, -1.995], [5.415, 5.485, -0.657], [4.100, 5.992, -0.477], [3.154, 4.898, -0.037], [2.937, 3.926, -1.101], [2.220, 2.727, -0.697], [2.843, 1.831, 0.369], [3.997, 1.121, -0.048], [5.216, 1.858, 0.020], [6.935, 5.245, -1.969], [5.368, 4.704, -2.599], [5.730, 6.440, -2.475], [3.744, 6.473, -1.393], [4.142, 6.750, 0.309], [2.194, 5.347, 0.236], [3.579, 4.448, 0.871], [3.830, 3.668, -1.501], [2.074, 2.120, -1.599], [1.225, 3.019, -0.347], [2.103, 1.055, 0.614], [3.021, 2.366, 1.306], [5.202, 2.565, 0.851], [5.418, 2.394, -0.908], [6.020, 1.142, 0.182]],
  "forces_ev_per_a": [[0.00, 0.04, 0.03], [-0.18, -0.20, 0.21], [0.00, 0.05, -0.12], [0.34, -0.03, -0.13], [-0.46, 0.04, 0.34], [0.25, -0.19, -0.03], [-0.07, 0.03, 0.04], [-0.29, -0.01, -0.06], [-0.26, 0.03, -0.06], [0.01, -0.08, -0.24], [0.12, -0.02, 0.36], [0.06, 0.07, -0.13], [0.01, -0.04, 0.10], [-0.07, 0.03, -0.06], [0.01, -0.01, -0.16], [-0.06, 0.16, 0.07], [-0.17, -0.05, 0.04], [-0.18, 0.13, 0.02], [-0.04, -0.13, 0.01], [0.23, -0.03, -0.17], [-0.04, 0.08, 0.05], [0.22, -0.04, -0.06], [0.12, 0.09, 0.24], [0.38, 0.10, -0.22], [0.05, 0.05, 0.02], [0.05, -0.01, -0.10], [-0.08, 0.12, 0.09], [0.09, -0.12, 0.00], [0.15, 0.09, -0.01], [-0.11, -0.06, -0.11], [-0.03, -0.03, 0.17], [0.01, 0.02, -0.08], [0.09, -0.07, 0.02], [0.01, 0.00, 0.01], [-0.06, 0.00, -0.01], [-0.01, -0.01, -0.02], [0.01, -0.06, 0.01], [0.01, 0.01, -0.04], [0.00, 0.00, 0.03], [-0.05, 0.05, 0.02], [0.00, -0.01, 0.00], [-0.02, -0.02, 0.02], [0.00, 0.02, 0.02], [0.02, 0.00, 0.00], [-0.02, 0.03, -0.07], [-0.02, 0.02, -0.02], [-0.04, 0.06, 0.01], [0.00, 0.00, 0.01], [0.06, 0.04, 0.04], [-0.02, -0.15, -0.07], [0.01, 0.14, 0.08], [-0.01, -0.10, -0.05], [0.18, -0.09, 0.09], [-0.04, 0.11, -0.11], [-0.28, -0.01, -0.02], [-0.13, -0.07, -0.08], [0.14, -0.18, -0.03], [0.00, -0.01, 0.02], [-0.04, 0.04, -0.01], [0.00, 0.00, -0.03], [-0.04, -0.05, -0.03], [0.02, 0.03, -0.02], [-0.02, -0.01, 0.01], [-0.03, 0.04, 0.04], [0.02, 0.06, -0.01], [-0.03, 0.01, 0.00], [0.15, -0.08, 0.01], [-0.01, 0.08, 0.11], [0.15, 0.01, -0.03], [-0.02, 0.03, -0.01], [-0.04, 0.06, 0.03], [-0.02, -0.01, 0.02]],
  "e_tot_ev": -38531.8280,
  "e_homo_ha": -0.3809,
  "lumo_energy_ha": -0.098,
  "total_charge": 1,
  "de_lowest_kj_mol": 58.7
}